Record 1
106
Properties=species:S:1:pos:R:3:forces:R:3:mulliken_spin:R:1 method="wB97M-V/def2-TZVPD" homo_lumo_gap_ev="6.328 / 5.626" charge=-2 relative_energy_kj_mol=30.1 energy_ev=-147162.8471 multiplicity=2
Mn -0.180318 0.529310 0.148345 0.11 -0.77 0.49 1.28
C 2.429826 -0.570182 -2.249666 -0.07 0.06 0.02 -0.01
Si 2.085921 0.024358 -0.448956 0.12 -0.11 -0.04 -0.09
C 2.900305 -1.437934 0.513151 -0.02 -0.05 0.00 -0.01
C 3.337587 1.445711 -0.250947 -0.04 0.08 -0.01 0.02
C 4.717269 1.372681 -0.452568 0.00 0.01 0.02 0.00
C 5.523652 2.490969 -0.288035 0.02 -0.01 -0.01 0.00
C 4.952015 3.705366 0.076965 -0.03 0.02 0.01 0.00
C 3.579475 3.790563 0.271144 0.00 -0.02 0.01 0.00
C 2.758350 2.671335 0.113886 0.00 -0.09 -0.02 0.00
Si 0.847573 2.666871 0.281127 -0.20 0.20 0.15 -0.14
C 0.446319 4.025075 -1.029101 0.01 -0.03 -0.01 -0.02
C 0.529900 3.594558 1.937071 -0.02 0.04 -0.06 -0.01
H 3.422288 -1.027712 -2.321332 0.01 0.00 0.00 0.00
H 2.409554 0.278455 -2.939373 -0.02 -0.01 0.00 0.00
H 1.699581 -1.308054 -2.597754 0.02 0.01 -0.01 0.00
H 3.934252 -1.567699 0.173911 0.01 0.03 0.00 0.00
H 2.404556 -2.399037 0.327999 -0.01 0.00 0.00 0.00
H 2.925208 -1.275028 1.592350 -0.02 -0.02 -0.04 0.00
H 5.174008 0.428335 -0.738443 0.00 0.00 0.00 0.00
H 6.595791 2.421307 -0.442640 0.00 0.00 0.00 0.00
H 5.578146 4.582274 0.208640 0.00 0.00 0.00 0.00
H 3.141961 4.745013 0.553629 0.01 0.01 0.00 0.00
H 0.674642 5.020107 -0.630415 0.04 -0.01 0.01 0.00
H -0.592752 4.023381 -1.354457 0.02 0.06 -0.05 0.01
H 1.066548 3.878689 -1.918406 -0.04 -0.04 -0.02 0.00
H 0.849153 4.642357 1.879338 0.02 0.00 -0.02 0.00
H 1.069347 3.134143 2.766000 0.01 -0.06 0.02 0.00
H -0.536418 3.585531 2.181554 0.08 0.00 0.06 0.00
F 2.327138 0.878869 2.441273 -0.07 0.12 0.07 0.00
C 1.207898 0.390962 3.014894 0.06 -0.06 -0.16 0.06
C 0.088258 0.100226 2.239896 -0.04 0.14 0.16 -0.01
C -0.930649 -0.422114 3.022418 -0.08 0.08 -0.09 0.03
F -2.132729 -0.792931 2.456442 0.06 -0.06 -0.01 0.00
C -0.903095 -0.622832 4.392907 -0.02 -0.02 0.05 -0.01
F -1.968093 -1.125945 5.050013 0.03 0.01 0.00 0.00
C 0.238256 -0.295525 5.092049 0.00 0.00 -0.04 0.02
F 0.310095 -0.476279 6.422820 0.00 0.01 -0.03 0.00
C 1.309818 0.214931 4.384571 0.04 0.01 0.05 -0.01
F 2.438430 0.532466 5.046663 -0.03 -0.01 0.00 0.00
C -3.994832 0.118265 0.010649 0.18 0.01 0.06 -0.06
P -2.407416 1.095632 0.159734 0.65 0.31 0.03 -0.01
C -1.963727 1.546009 -1.536009 -0.07 -0.22 -0.74 0.02
C -1.001574 0.685980 -2.108686 -0.40 -0.05 -0.39 -0.01
C -0.484672 0.933653 -3.377956 0.05 0.00 -0.10 0.00
C -0.930573 2.006239 -4.125101 -0.03 -0.03 0.08 -0.01
C -1.939462 2.813582 -3.608508 0.00 0.02 0.02 -0.01
C -2.445191 2.585770 -2.345415 0.03 0.18 0.39 -0.02
C -2.919424 2.568276 1.108255 -0.15 -0.05 0.01 -0.01
C -3.425597 2.310769 2.385556 -0.02 -0.01 -0.05 0.00
C -3.745371 3.345613 3.248049 0.00 0.05 0.04 0.00
C -3.555479 4.663672 2.853631 0.00 -0.03 0.00 0.00
C -3.031641 4.929429 1.597838 0.00 0.00 -0.05 0.00
C -2.712462 3.891966 0.732158 0.01 0.01 0.08 0.02
P -5.603039 0.973157 0.260300 -0.11 0.03 -0.10 0.00
C -6.760775 -0.265955 -0.460454 0.05 -0.03 0.01 0.00
C -8.067898 0.150854 -0.723384 0.02 0.00 0.01 0.00
C -9.003623 -0.725884 -1.244229 -0.01 0.01 -0.01 0.00
C -8.654237 -2.046533 -1.502774 0.00 -0.01 0.00 0.00
C -7.365934 -2.477909 -1.234600 0.00 -0.01 0.00 0.00
C -6.426400 -1.593421 -0.715558 -0.02 0.03 -0.01 0.00
C -5.562350 2.156042 -1.150642 0.00 -0.06 -0.01 0.00
C -5.591850 3.520346 -0.880604 -0.05 0.00 0.05 0.00
C -5.528071 4.447369 -1.914112 -0.02 0.02 -0.03 0.00
C -5.437583 4.013787 -3.228740 -0.06 -0.03 0.00 0.00
C -5.409053 2.652580 -3.508937 -0.11 0.01 -0.02 0.00
C -5.469307 1.731986 -2.475918 -0.11 0.01 -0.01 0.00
H -3.922740 -0.682827 0.751337 -0.06 -0.02 -0.01 0.00
H -3.954378 -0.334729 -0.983080 0.04 -0.02 0.00 0.00
H -0.792513 -0.304770 -1.695999 0.14 0.23 0.15 0.01
H 0.245041 0.248017 -3.786143 0.00 -0.01 0.01 0.00
H -0.535609 2.185244 -5.116872 0.01 0.00 0.00 0.00
H -2.350785 3.623081 -4.200694 0.01 0.00 -0.02 0.00
H -3.252634 3.209423 -1.983139 0.19 0.04 0.04 0.00
H -3.562317 1.284608 2.710181 0.00 0.02 0.01 0.00
H -4.132675 3.121942 4.234435 0.00 -0.01 0.00 0.00
H -3.793088 5.476525 3.528825 -0.01 0.00 0.01 0.00
H -2.849614 5.952474 1.290776 0.00 -0.01 -0.01 0.00
H -2.261626 4.126706 -0.218371 -0.01 -0.02 -0.09 0.01
H -8.344535 1.182048 -0.529482 -0.01 0.00 0.00 0.00
H -10.008481 -0.379175 -1.453830 0.00 0.00 0.00 0.00
H -9.382723 -2.732463 -1.916355 0.00 0.00 0.00 0.00
H -7.078273 -3.500821 -1.442281 0.01 0.00 0.00 0.00
H -5.423480 -1.952454 -0.526464 0.00 -0.01 0.00 0.00
H -5.640524 3.855895 0.149395 -0.01 0.00 -0.01 0.00
H -5.539162 5.507244 -1.690506 0.01 0.00 0.01 0.00
H -5.380951 4.734624 -4.035314 0.00 0.00 0.00 0.00
H -5.321989 2.307833 -4.531618 0.01 0.00 0.00 0.00
H -5.438147 0.671857 -2.702062 0.00 0.00 0.00 0.00
N -0.545323 -1.800904 0.055423 -0.20 0.09 0.12 0.02
C -0.926450 -2.725702 -0.966167 0.07 0.11 -0.05 -0.01
C 0.026814 -3.456767 -1.662619 0.01 0.02 0.00 0.01
C -0.366739 -4.343755 -2.658464 -0.02 0.03 0.01 0.00
C -1.706918 -4.502415 -2.973456 -0.03 -0.05 -0.04 0.00
C -2.658653 -3.763740 -2.284080 0.06 0.02 0.01 0.00
C -2.270206 -2.878680 -1.290774 -0.03 -0.05 -0.01 0.01
S -2.236555 -5.639149 -4.263239 0.02 0.01 0.01 0.00
O -1.102410 -6.533835 -4.451349 0.01 0.00 0.00 0.00
O -2.516000 -4.780352 -5.406581 0.00 0.00 0.00 0.00
O -3.422166 -6.277907 -3.704211 -0.01 0.00 0.00 0.00
H 0.330089 -2.055980 0.494501 0.03 -0.02 -0.01 0.00
H -1.262334 -1.752160 0.769546 0.05 -0.05 0.06 0.00
H 1.076269 -3.334799 -1.418740 -0.01 -0.01 -0.01 0.00
H 0.362374 -4.936031 -3.195599 0.00 0.00 0.00 0.00
H -3.704560 -3.906590 -2.525382 0.00 0.01 0.01 0.00
H -3.011856 -2.317557 -0.736658 -0.03 0.01 0.03 0.00

---

Record 2
96
Properties=species:S:1:pos:R:3:forces:R:3:lowdin_charge:R:1 method="wB97M-V/def2-TZVPD" homo_lumo_gap_ev="6.473 / 6.473" relative_energy_kj_mol=168.1 energy_ev=-129058.7936
Os 0.191289 -0.141235 0.311258 1.02 1.22 3.83 0.77
O -2.558513 1.357314 -1.150367 -0.17 -0.13 -0.01 -0.07
C -2.565564 1.292999 -2.510166 -0.08 0.08 0.02 -0.25
C -3.198671 2.195591 -3.358188 0.02 -0.05 0.01 -0.01
C -3.165791 1.960184 -4.724938 -0.03 0.06 0.03 -0.07
C -2.508107 0.851592 -5.236705 0.07 -0.10 -0.03 -0.08
C -1.804807 0.018330 -4.378668 -0.12 -0.07 -0.12 -0.07
C -1.803494 0.240428 -3.007718 -0.01 0.02 0.25 -0.26
P -0.625675 -0.647185 -1.888314 1.44 0.15 -0.73 0.96
C 0.919971 -0.331291 -2.880843 -0.10 -0.24 -0.02 -0.34
C 1.777031 0.700976 -2.501215 0.18 0.04 -0.37 -0.12
C 2.964238 0.935021 -3.187385 -0.13 -0.09 0.00 -0.08
C 3.307114 0.149590 -4.279925 0.10 0.09 0.04 -0.09
C 2.450112 -0.858947 -4.687243 -0.15 -0.10 -0.02 -0.08
C 1.266524 -1.092915 -3.994289 0.09 -0.11 -0.08 -0.11
C -1.032588 -2.390969 -2.273826 -0.37 0.08 0.06 -0.37
C -0.045289 -3.369229 -2.297789 -0.10 -0.17 0.03 -0.12
C -0.380820 -4.705433 -2.481958 0.01 0.11 -0.04 -0.08
C -1.712748 -5.079589 -2.612274 0.08 -0.04 0.00 -0.08
C -2.707090 -4.115276 -2.553671 -0.01 0.14 0.02 -0.08
C -2.368647 -2.776408 -2.390374 0.07 -0.04 -0.02 -0.08
C -3.333867 2.127247 -0.336821 0.10 0.13 -0.10 -0.26
C -4.637129 2.517955 -0.622896 -0.01 -0.02 0.01 -0.01
C -5.320087 3.289396 0.302936 -0.03 -0.01 -0.03 -0.07
C -4.728258 3.636183 1.509333 0.04 0.00 0.10 -0.07
C -3.450911 3.182921 1.801610 -0.04 0.03 0.04 -0.08
C -2.732517 2.426418 0.880962 0.30 0.07 -0.14 -0.26
P -1.074979 1.696120 1.309954 -0.02 -0.78 0.13 1.00
C -1.722574 0.793986 2.789888 -0.05 0.26 0.15 -0.35
C -1.638963 1.261416 4.098294 -0.03 -0.07 0.00 -0.09
C -2.279854 0.582239 5.134395 0.10 0.10 -0.05 -0.08
C -3.019786 -0.556067 4.868659 -0.05 -0.07 -0.09 -0.09
C -3.106876 -1.032221 3.562719 0.06 0.04 -0.01 -0.07
C -2.458224 -0.365834 2.535423 -0.01 0.04 0.13 -0.11
C -0.198321 3.149408 1.999915 0.15 0.05 -0.40 -0.35
C -0.430602 4.430667 1.504126 0.00 0.09 0.12 -0.08
C 0.329348 5.508280 1.951881 -0.06 -0.15 -0.02 -0.08
C 1.345009 5.309517 2.874721 -0.01 0.07 -0.02 -0.08
C 1.610529 4.028480 3.339373 -0.04 -0.09 0.07 -0.07
C 0.845417 2.958603 2.901350 -0.02 -0.02 0.05 -0.13
H -3.695773 3.069627 -2.966305 -0.04 -0.01 0.02 0.11
H -3.663808 2.653709 -5.392887 0.01 -0.05 0.04 0.11
H -2.522460 0.647929 -6.300128 0.03 0.03 0.04 0.10
H -1.253594 -0.824744 -4.780178 -0.03 0.11 0.00 0.10
H 1.512689 1.343966 -1.684395 -0.11 0.10 0.42 0.07
H 3.622602 1.729358 -2.855988 -0.04 0.00 -0.03 0.11
H 4.234669 0.329059 -4.813878 -0.07 -0.02 0.05 0.10
H 2.700891 -1.474539 -5.544015 -0.03 0.03 0.05 0.10
H 0.619336 -1.899043 -4.319914 0.09 0.02 0.00 0.10
H 0.986690 -3.085253 -2.163977 -0.03 0.00 -0.07 0.06
H 0.402184 -5.455133 -2.520150 -0.04 0.04 0.02 0.11
H -1.974465 -6.122155 -2.752428 0.02 0.05 0.02 0.10
H -3.747792 -4.403613 -2.634841 0.01 0.02 -0.02 0.10
H -3.147386 -2.022476 -2.353136 -0.02 -0.03 -0.03 0.11
H -5.119522 2.206811 -1.538003 0.04 0.02 -0.02 0.11
H -6.327621 3.617098 0.077697 0.01 -0.04 0.03 0.11
H -5.271989 4.233869 2.230563 0.04 -0.02 -0.03 0.10
H -3.001945 3.415990 2.761005 -0.03 0.00 -0.03 0.11
H -1.074209 2.159386 4.319620 -0.08 -0.03 0.02 0.09
H -2.201987 0.953464 6.150846 0.00 0.00 -0.08 0.10
H -3.536110 -1.071128 5.669900 0.05 0.00 -0.02 0.10
H -3.678471 -1.927302 3.347460 0.02 0.04 0.00 0.10
H -2.527144 -0.741330 1.521358 -0.01 -0.06 -0.04 0.09
H -1.206910 4.594936 0.767084 -0.02 0.01 0.03 0.10
H 0.124450 6.502465 1.576672 0.01 -0.01 -0.03 0.10
H 1.933506 6.150256 3.224378 -0.02 -0.06 -0.03 0.10
H 2.418326 3.862427 4.043377 -0.05 0.00 -0.03 0.11
H 1.055627 1.952990 3.247376 -0.02 0.08 0.01 0.08
C 2.986512 -3.017090 2.361446 0.11 0.15 0.14 -0.21
Ge 1.825296 -3.302229 0.817949 -0.14 -0.18 -0.07 0.72
C 2.926244 -3.200893 -0.807823 0.31 0.19 -0.04 -0.22
C 1.176015 -5.152357 0.916255 0.13 -0.24 0.05 -0.22
C 0.254319 -2.168666 0.912683 -0.51 -0.02 -0.63 -0.48
H 3.707035 -3.838162 2.427945 -0.04 0.09 0.01 0.02
H 2.396587 -2.997470 3.283094 0.07 0.00 -0.08 0.02
H 3.534228 -2.073042 2.279989 -0.05 -0.17 0.05 0.00
H 3.981243 -3.314197 -0.532163 -0.12 0.00 -0.06 0.02
H 2.817553 -2.236111 -1.316326 -0.02 -0.15 0.01 0.00
H 2.668974 -4.002267 -1.504532 0.09 0.04 0.05 0.01
H 2.014599 -5.855048 0.984968 -0.13 0.04 0.00 0.02
H 0.591918 -5.395596 0.024434 0.02 0.02 0.11 -0.01
H 0.538549 -5.286646 1.795125 0.05 -0.01 -0.08 0.02
H -0.029363 -2.198448 1.968651 0.03 0.11 0.11 -0.02
H -0.532560 -2.695885 0.360090 0.00 -0.15 0.03 -0.03
C 1.636256 0.265572 1.345208 -1.83 -0.62 -3.00 -0.19
C 3.051295 0.460635 1.505307 0.42 0.36 0.38 -0.33
C 3.631448 1.010370 2.657029 -0.14 -0.06 0.14 -0.05
C 5.007856 1.158147 2.766587 -0.04 0.02 0.05 -0.08
C 5.844666 0.747105 1.738462 -0.16 -0.08 -0.06 -0.09
C 5.281121 0.202088 0.587129 0.07 0.04 0.02 -0.07
C 3.909324 0.072699 0.466495 -0.10 -0.02 -0.18 -0.06
H 2.992269 1.308997 3.481970 0.15 -0.06 -0.08 0.09
H 5.427954 1.594595 3.666114 -0.03 -0.06 -0.03 0.10
H 6.920686 0.835202 1.834387 -0.07 0.03 -0.02 0.10
H 5.920919 -0.125749 -0.223207 -0.03 0.01 -0.01 0.10
H 3.463439 -0.330440 -0.435598 0.08 -0.02 0.05 0.08